{
  "formula": "C5H7NO",
  "method": "ωB97M-V/def2-TZVPD",
  "total_energy_ev": -8833.463,
  "e_above_lowest_ev": 2.740,
  "homo_lumo_gap_ev": 8.4,
  "lumo_energy_ev": 0.67,
  "elements": ["C", "N", "C", "C", "C", "C", "O", "H", "H", "H", "H", "H", "H", "H"],
  "coordinates": [[1.0678, -0.8974, -1.1375], [0.2315, -0.1316, -0.2312], [0.6719, 0.8831, 0.7133], [-0.6124, 1.1560, 1.4632], [-1.7136, 0.5078, 0.9895], [-1.0762, -0.2738, -0.0494], [-1.7150, -1.1220, -0.8371], [0.6505, -0.8670, -2.1489], [1.1321, -1.9440, -0.8136], [2.0716, -0.4641, -1.1464], [1.5195, 0.5284, 1.3096], [0.9970, 1.7780, 0.1708], [-0.5820, 1.8945, 2.2655], [-2.6425, -1.0479, -0.5477]],
  "forces_ev_per_angstrom": [[-0.01, -0.01, -0.05], [-0.32, 0.08, 0.12], [-0.02, -0.13, -0.02], [-0.04, 0.27, 0.04], [0.57, -0.02, -0.02], [0.19, -0.07, -0.13], [-0.13, 0.07, 0.13], [0.11, -0.02, 0.15], [0.01, 0.21, -0.08], [-0.21, -0.07, -0.01], [-0.16, -0.03, 0.06], [0.04, -0.02, 0.00], [-0.10, -0.16, -0.12], [0.08, -0.08, -0.05]],
  "lowdin_charge": [-0.013, -0.097, -0.153, -0.141, -0.041, -0.406, 0.108, 0.094, 0.098, 0.092, 0.128, 0.131, 0.079, 0.120]
}

{
  "formula": "C5H7NO",
  "method": "ωB97M-V/def2-TZVPD",
  "total_energy_ev": -8835.893,
  "e_above_lowest_ev": 0.309,
  "homo_lumo_gap_ev": 9.3,
  "lumo_energy_ev": 0.85,
  "elements": ["C", "C", "C", "N", "C", "O", "C", "H", "H", "H", "H", "H", "H", "H"],
  "coordinates": [[-1.8858, 0.5959, -0.3267], [-0.4603, 0.2240, -0.1186], [0.4653, 1.0460, 0.3704], [1.7332, 0.4351, 0.4262], [1.6341, -0.9033, 0.1039], [2.5371, -1.7113, 0.1285], [0.1552, -1.1392, -0.2365], [-2.1612, 0.4102, -1.3703], [-2.0225, 1.6673, -0.1391], [-2.5735, 0.0306, 0.3108], [0.1922, 1.8836, 0.9889], [2.6258, 0.9008, 0.4992], [-0.2739, -1.7778, 0.5502], [0.0343, -1.6619, -1.1869]],
  "forces_ev_per_angstrom": [[-0.12, -0.06, -0.03], [0.07, 0.12, 0.23], [-0.25, -0.28, 0.25], [0.04, -0.26, 0.27], [0.14, -0.15, 0.03], [-0.27, 0.27, -0.20], [0.02, -0.11, -0.13], [-0.10, 0.00, 0.12], [-0.03, -0.23, 0.02], [0.04, 0.02, -0.08], [0.48, 0.75, -0.46], [-0.23, -0.08, 0.17], [0.10, -0.01, -0.20], [0.10, 0.02, 0.02]],
  "lowdin_charge": [-0.059, -0.300, -0.076, 0.093, -0.460, 0.059, -0.038, 0.081, 0.079, 0.079, 0.123, 0.150, 0.141, 0.129]
}

{
  "formula": "C5H7NO",
  "method": "ωB97M-V/def2-TZVPD",
  "total_energy_ev": -8832.226,
  "e_above_lowest_ev": 3.977,
  "homo_lumo_gap_ev": [9.1, 9.1],
  "lumo_energy_ev": [-0.69, -0.69],
  "elements": ["C", "C", "C", "C", "O", "C", "N", "H", "H", "H", "H", "H", "H", "H"],
  "coordinates": [[-1.6524, -0.8609, 0.1375], [-0.2174, -0.6736, 0.4234], [0.4088, 0.5505, -0.0180], [1.8147, 0.6853, 0.2617], [1.8861, -0.2247, -0.7735], [-0.2530, 1.3736, -0.9535], [-0.8178, 2.0706, -1.6805], [-2.2349, -0.3713, 0.9083], [-1.8246, -1.9230, 0.2392], [-1.8971, -0.5043, -0.8663], [0.1008, -1.0166, 1.4066], [0.4501, -1.1339, -0.3631], [2.2369, 1.6496, 0.0220], [2.0513, 0.3420, 1.2631]],
  "forces_ev_per_angstrom": [[-0.47, -0.28, 0.23], [0.57, -1.07, -0.58], [1.48, -0.52, -1.19], [0.99, 0.91, 0.82], [-0.77, 1.55, -0.24], [-0.41, 1.13, -0.94], [0.29, -0.42, 0.46], [-0.48, 0.25, -0.13], [-0.49, -0.28, -0.28], [-0.28, -0.17, 0.24], [0.07, 0.21, 0.04], [-1.33, -1.52, 1.25], [0.36, 0.36, 0.16], [0.45, -0.16, 0.16]],
  "lowdin_charge": [-0.086, -0.217, -0.214, -0.257, -0.077, -0.142, 0.209, 0.083, 0.079, 0.085, 0.138, 0.151, 0.124, 0.125]
}

{
  "formula": "C5H7NO",
  "method": "ωB97M-V/def2-TZVPD",
  "total_energy_ev": -8830.489,
  "e_above_lowest_ev": 5.714,
  "homo_lumo_gap_ev": 8.6,
  "lumo_energy_ev": -0.57,
  "elements": ["N", "C", "O", "C", "C", "C", "C", "H", "H", "H", "H", "H", "H", "H"],
  "coordinates": [[3.0082, 0.7619, 0.9092], [1.9831, 0.3382, 0.3298], [1.4308, -0.7968, -0.1331], [-1.7615, -0.3907, -1.5406], [-1.5252, -0.5166, -0.0950], [-0.6039, 0.5611, 0.4868], [0.6935, 0.5040, -0.2743], [3.6503, -0.0096, 1.0963], [-2.1799, -1.3629, -1.8730], [-1.2602, -1.5159, 0.2820], [-2.5805, -0.3556, 0.2290], [-0.4342, 0.4138, 1.5586], [-1.0458, 1.5529, 0.3407], [0.6252, 0.8162, -1.3164]],
  "forces_ev_per_angstrom": [[-0.33, -0.22, -0.18], [0.23, 0.18, 0.13], [0.17, -0.15, 0.05], [-0.12, -0.27, 0.34], [0.14, 0.04, -0.23], [0.02, 0.07, 0.05], [-0.15, 0.19, -0.05], [-0.01, 0.06, 0.01], [-0.04, 0.16, 0.06], [-0.08, 0.10, -0.12], [0.02, -0.02, -0.08], [-0.01, 0.00, -0.16], [0.07, -0.13, 0.00], [0.07, -0.01, 0.16]],
  "lowdin_charge": [0.162, -0.435, 0.072, 0.152, -0.330, -0.168, -0.170, 0.063, 0.007, 0.118, 0.144, 0.123, 0.124, 0.139]
}